# 1
C19H44CeNO2P2S | ωB97M-V/def2-TZVPD

Geometry as XYZ:
```
70
Properties=species:S:1:pos:R:3:mulliken_spin:R:1
Ce -0.566 -0.054 0.157 0.99
P -0.208 -2.745 -0.739 0.01
P -0.241 2.729 -0.439 0.00
N 1.329 0.041 -1.040 -0.01
C 1.457 -2.502 -1.535 0.00
H 2.101 -3.308 -1.158 0.00
H 1.310 -2.688 -2.614 0.00
C 2.170 -1.144 -1.310 0.00
H 2.871 -1.230 -0.456 0.00
H 2.835 -0.968 -2.196 0.00
C 2.151 1.256 -1.231 0.00
H 2.757 1.183 -2.167 0.00
H 2.897 1.245 -0.414 0.00
C 1.436 2.627 -1.237 0.00
H 1.305 2.994 -2.272 0.00
H 2.071 3.363 -0.725 0.00
C 0.048 3.684 1.173 0.00
C -1.087 3.408 2.167 0.00
H -0.826 3.881 3.121 0.00
H -1.242 2.335 2.366 0.00
H -2.036 3.840 1.819 0.00
C -1.305 3.718 -1.557 0.00
C -2.712 3.919 -0.970 0.00
H -3.362 4.339 -1.745 0.00
H -2.707 4.625 -0.123 0.00
H -3.158 2.974 -0.638 0.00
C -1.272 -3.590 -1.964 0.00
C -2.675 -3.857 -1.400 0.00
H -3.330 -4.192 -2.212 0.00
H -3.122 -2.955 -0.967 0.00
H -2.669 -4.649 -0.633 0.00
C 0.120 -3.864 0.729 -0.01
C -1.001 -3.726 1.773 0.00
H -0.768 -4.380 2.624 0.00
H -1.978 -4.033 1.370 0.00
H -1.092 -2.702 2.165 0.00
C -3.281 -0.033 0.393 0.01
C -0.700 5.023 -2.078 0.00
H -0.650 5.792 -1.300 0.00
H 0.295 4.884 -2.508 0.00
H -1.352 5.408 -2.877 0.00
C -0.668 -4.822 -2.636 0.00
H -1.320 -5.104 -3.477 0.00
H 0.329 -4.636 -3.044 0.00
H -0.622 -5.681 -1.960 0.00
C 0.403 -5.331 0.401 0.00
H 0.781 -5.814 1.316 0.00
H -0.505 -5.876 0.105 0.00
H 1.175 -5.460 -0.370 0.00
C 0.314 5.181 1.019 0.00
H -0.598 5.748 0.782 0.00
H 0.677 5.555 1.986 0.00
H 1.089 5.408 0.271 0.00
H 0.974 3.214 1.562 0.00
H 1.047 -3.439 1.162 0.00
H -1.409 3.035 -2.423 0.00
H -1.378 -2.811 -2.744 0.00
O -4.363 -0.063 0.816 0.00
H 0.050 0.054 -1.830 -0.01
H -0.901 0.072 -1.795 0.00
C 1.628 1.029 3.962 0.00
S 1.947 0.511 2.266 0.00
C 2.910 -0.962 2.556 0.00
O 0.485 -0.125 1.977 0.00
H 2.476 1.667 4.251 0.00
H 1.587 0.143 4.604 0.00
H 0.697 1.598 4.020 0.00
H 3.091 -1.043 3.639 0.00
H 2.406 -1.866 2.178 0.00
H 3.881 -0.833 2.051 0.00
```

Expectation value of S² ... 0.75
2S+1 ... 2
Frontier orbital gap (alpha / beta) ... 0.2837 / 0.2865 Eh
HOMO level (alpha / beta) ... -14.09 / -14.13 eV
Net charge ... +2
Total energy ... -68327.440 eV



# 2
C4H12N2 | ωB97M-V/def2-TZVPD

Geometry as XYZ:
```
18
Properties=species:S:1:pos:R:3:nbo_charge:R:1
C -0.646 -0.836 0.189 -0.11
C -2.493 -0.285 0.020 -0.68
C -0.113 1.430 -0.417 -0.45
C 2.403 -0.381 -0.073 -0.45
N -0.388 0.434 0.606 -0.22
N 1.299 -0.581 0.833 -0.61
H 1.559 -0.409 1.803 0.35
H -0.407 -1.161 -0.824 0.18
H -0.812 -1.597 0.943 0.22
H 0.042 1.017 -1.420 0.18
H 0.783 1.984 -0.128 0.22
H -0.933 2.151 -0.447 0.22
H -2.929 -0.154 1.006 0.20
H -2.849 -1.193 -0.465 0.20
H -2.653 0.580 -0.616 0.19
H 3.252 -1.045 0.150 0.21
H 2.794 0.650 -0.060 0.17
H 2.091 -0.601 -1.100 0.18
```

Frontier orbital gap (alpha / beta) ... 0.3198 / 0.3196 Eh
HOMO level (alpha / beta) ... -7.89 / -7.88 eV
ΔE to the lowest compared entry with this formula, charge and spin ... 5.778 eV
Net charge ... 0
Total energy ... -7317.251 eV



# 3
C3H3BrN3O2S | ωB97M-V/def2-TZVPD

Geometry as XYZ:
```
13
Properties=species:S:1:pos:R:3:nbo_charge:R:1
C -3.327 -0.734 -0.437 -0.42
C -0.089 -1.810 -1.318 0.23
C 0.050 -0.478 0.826 -0.43
N -3.634 -0.109 -1.479 -0.01
N -3.802 0.687 -2.298 -0.13
N 0.058 -1.207 -0.343 -0.50
O -2.359 1.179 1.331 -1.02
O -3.262 -0.987 2.213 -1.01
S -3.464 0.170 1.323 1.53
Br -3.146 -2.546 -0.443 0.08
H -0.869 -0.586 1.275 0.26
H 0.903 -0.831 1.450 0.20
H 0.155 0.620 0.540 0.23
```

Frontier orbital gap ... 0.2704 Eh
HOMO level ... -4.05 eV
ΔE to the lowest compared entry with this formula, charge and spin ... 1.794 eV
Net charge ... -1
Total energy ... -92600.468 eV